Entry P
This record from the OMol25 dataset describes a structure of composition C9H11P. The level of theory is ωB97M-V/def2-TZVPD.

Structure (XYZ):
```
21
Properties=species:S:1:pos:R:3:nbo_charge:R:1
C -2.049 -1.335 -1.221 -0.195
C -1.488 -1.277 0.025 -0.163
C -0.206 0.768 -0.508 -0.432
C 1.965 2.545 0.463 -0.448
C 1.444 -0.862 2.082 -0.406
C 0.688 2.263 0.514 -0.124
C 0.751 -1.068 0.923 -0.140
C -1.499 -0.671 -2.434 -0.766
C -0.508 -0.293 0.482 -0.427
P -0.684 0.959 -2.012 0.735
H -2.801 -2.093 -1.404 0.210
H -1.669 -1.887 0.905 0.218
H 2.650 3.173 1.044 0.223
H 2.484 1.847 -0.148 0.201
H 2.372 -1.479 2.277 0.209
H 1.273 0.046 2.530 0.191
H -0.087 2.883 0.990 0.190
H 1.136 -1.924 0.310 0.200
H -0.731 -1.361 -2.934 0.248
H -2.251 -0.464 -3.293 0.241
H -0.788 0.229 1.406 0.234
```

Computed properties:
LUMO level ... 0.6 eV
HOMO-LUMO gap ... 0.346 Eh


Entry Q
This record from the OMol25 dataset describes a cluster of 2 separate species, C9H11P in total. The level of theory is ωB97M-V/def2-TZVPD.

Structure (XYZ):
```
21
Properties=species:S:1:pos:R:3:nbo_charge:R:1
C -1.788 2.090 -0.006 -0.196
C -2.175 1.410 1.158 -0.220
C -0.972 1.716 -1.096 -0.259
C -1.728 0.091 1.252 -0.215
C -0.472 0.478 -0.952 0.058
C -1.001 -0.381 0.097 -0.115
C 0.549 -0.725 -1.375 -0.438
C -0.190 -1.466 -0.237 0.113
C 0.188 -2.689 0.492 -0.659
P 3.886 0.938 0.698 0.112
H -2.114 3.142 -0.027 0.198
H -2.466 2.067 2.015 0.225
H -0.535 2.353 -1.878 0.223
H -2.191 -0.455 1.936 0.201
H 0.565 -1.031 -2.392 0.217
H 1.628 -0.485 -0.978 0.202
H 0.963 -2.391 1.077 0.222
H 0.496 -3.416 -0.187 0.218
H -0.679 -3.013 1.030 0.224
H 3.211 1.426 -0.423 -0.058
H 4.827 0.339 -0.203 -0.054
```

Computed properties:
LUMO level (alpha / beta) ... -1.4 / -0.1 eV
HOMO-LUMO gap (alpha / beta) ... 0.191 / 0.328 Eh


Stability verdict: entry Q, ahead by 1.3 kcal/mol


Entry P
This record from the OMol25 dataset describes a cluster of 2 separate species, C9H8F3N in total. The level of theory is ωB97M-V/def2-TZVPD.

Structure (XYZ):
```
21
Properties=species:S:1:pos:R:3:nbo_charge:R:1
F -3.527 0.614 0.444 -0.325
C -2.601 -0.255 0.024 0.958
F -3.182 -1.466 0.231 -0.339
F -2.497 -0.079 -1.283 -0.314
C -1.288 -0.105 0.815 -0.283
C -0.050 -0.156 0.337 -0.009
C 0.979 -0.144 1.364 -0.209
C 2.277 -0.604 1.104 -0.187
C 2.733 -0.833 -0.290 -0.250
C 1.800 -0.853 -1.295 -0.125
C 0.348 -0.798 -0.968 -0.502
H -1.513 0.115 1.880 0.221
H 0.602 -0.017 2.378 0.211
H 3.126 -0.941 1.700 0.222
H 3.757 -0.824 -0.316 0.207
H 2.004 -1.018 -2.351 0.213
H -0.047 -1.865 -0.992 0.255
H -0.073 -0.226 -1.903 0.258
C -0.932 3.055 -0.230 0.079
N -1.690 3.105 -1.067 -0.287
H -0.225 3.295 0.418 0.206
```

Computed properties:
LUMO level ... -0.3 eV
HOMO-LUMO gap ... 0.298 Eh


Entry Q
This record from the OMol25 dataset describes the molecule C9H8F3N. The level of theory is ωB97M-V/def2-TZVPD.

Structure (XYZ):
```
21
Properties=species:S:1:pos:R:3:nbo_charge:R:1
C -0.140 1.751 -1.177 0.189
C -0.951 0.825 -1.691 -0.191
C 1.845 -1.262 -0.365 0.497
C -1.642 -0.263 -1.047 -0.320
C 1.420 -0.371 0.523 -0.256
C -1.068 -1.036 0.200 -0.261
C -2.388 -0.315 0.236 0.227
C 0.052 -0.577 1.118 0.198
C 2.340 0.714 1.000 -0.617
N 0.491 2.591 -0.702 -0.293
F 2.914 -1.278 -1.166 -0.309
F -3.509 -1.046 0.167 -0.338
F -0.455 0.474 1.922 -0.365
H -2.024 -0.853 -1.861 0.247
H -0.998 0.736 -2.852 0.238
H -1.105 -2.032 0.003 0.240
H -2.674 0.637 0.822 0.219
H -0.086 -1.424 1.874 0.201
H 3.290 0.484 0.328 0.213
H 2.646 0.573 1.974 0.223
H 2.041 1.672 0.693 0.258
```

Computed properties:
LUMO level (alpha / beta) ... -1.1 / -1.3 eV
HOMO-LUMO gap (alpha / beta) ... 0.274 / 0.317 Eh


Stability verdict: entry P, ahead by 97.7 kcal/mol


Entry P
This record from the OMol25 dataset describes the molecule C18H24N4O2S. The level of theory is ωB97M-V/def2-TZVPD.

Structure (XYZ):
```
49
Properties=species:S:1:pos:R:3:nbo_charge:R:1
C 0.342 0.441 3.307 -0.654
C 1.813 0.777 3.077 -0.057
O 2.100 1.046 1.719 -0.510
C 2.030 0.030 0.799 0.272
C 2.063 -1.312 1.142 -0.249
C 2.054 -2.304 0.177 -0.206
C 2.004 -1.954 -1.154 -0.244
C 1.954 -0.617 -1.513 -0.218
C 1.962 0.407 -0.565 0.097
N 1.989 1.760 -0.926 -0.421
C 0.997 2.646 -0.351 -0.221
C -0.342 2.535 -1.123 -0.250
N -0.172 1.552 -2.177 -0.456
C -1.413 1.096 -2.752 -0.299
C -2.136 0.164 -1.789 0.680
O -3.332 -0.037 -1.820 -0.600
N -1.315 -0.437 -0.888 -0.648
C -1.791 -1.271 0.087 0.229
N -1.060 -1.774 1.021 -0.485
C -1.800 -2.563 1.843 -0.069
C -3.120 -2.666 1.546 -0.231
C -4.170 -3.442 2.253 -0.638
S -3.482 -1.705 0.133 0.430
C 0.846 1.987 -3.111 -0.237
C 2.176 2.100 -2.318 -0.224
H 0.178 0.204 4.355 0.213
H 0.044 -0.409 2.696 0.241
H -0.282 1.291 3.039 0.206
H 2.460 -0.019 3.465 0.168
H 2.075 1.706 3.592 0.192
H 2.112 -1.605 2.178 0.215
H 2.085 -3.340 0.475 0.214
H 1.995 -2.712 -1.923 0.213
H 1.898 -0.376 -2.561 0.201
H 1.389 3.665 -0.414 0.193
H 0.861 2.400 0.698 0.237
H -1.142 2.199 -0.461 0.206
H -0.636 3.516 -1.536 0.169
H -2.105 1.908 -3.032 0.201
H -1.198 0.519 -3.657 0.228
H -0.314 -0.245 -0.915 0.464
H -1.303 -3.047 2.664 0.201
H -3.740 -3.958 3.108 0.223
H -4.964 -2.782 2.601 0.220
H -4.617 -4.177 1.585 0.220
H 0.927 1.245 -3.909 0.200
H 0.591 2.955 -3.576 0.171
H 2.537 3.133 -2.346 0.201
H 2.953 1.467 -2.745 0.215
```

Computed properties:
LUMO level ... 0.8 eV
HOMO-LUMO gap ... 0.310 Eh


Entry Q
This record from the OMol25 dataset describes the molecule C18H24N4O2S. The level of theory is ωB97M-V/def2-TZVPD.

Structure (XYZ):
```
49
Properties=species:S:1:pos:R:3:nbo_charge:R:1
C 4.540 1.899 0.879 -0.428
N 4.047 0.538 0.822 -0.422
C 3.781 -0.093 2.097 -0.419
C 3.660 -0.094 -0.299 0.676
O 3.201 -1.226 -0.292 -0.664
C 3.795 0.659 -1.616 -0.602
S 2.144 0.657 -2.396 0.268
C 1.260 1.210 -0.997 0.164
N 1.631 2.165 -0.190 -0.330
N 0.709 2.244 0.784 -0.301
C -0.209 1.346 0.559 0.355
C -1.410 1.108 1.398 -0.480
C -2.675 1.292 0.600 -0.036
C -2.859 2.442 -0.158 -0.162
C -4.008 2.612 -0.909 -0.218
C -4.990 1.634 -0.909 -0.219
C -4.817 0.488 -0.153 -0.208
C -3.665 0.318 0.596 -0.219
N 0.087 0.652 -0.581 -0.371
C -0.557 -0.496 -1.153 -0.232
C -0.052 -1.797 -0.494 0.064
C -0.517 -3.041 -1.262 -0.428
C -1.778 -3.448 -0.503 -0.433
C -1.388 -3.071 0.923 -0.061
O -0.595 -1.903 0.819 -0.547
H 5.414 2.026 0.238 0.196
H 3.754 2.602 0.592 0.244
H 4.837 2.108 1.904 0.211
H 3.384 -1.089 1.911 0.246
H 4.701 -0.171 2.678 0.193
H 3.045 0.491 2.654 0.203
H 4.120 1.689 -1.523 0.238
H 4.437 0.104 -2.299 0.253
H -1.374 1.821 2.224 0.251
H -1.360 0.094 1.799 0.255
H -2.092 3.204 -0.156 0.213
H -4.139 3.510 -1.495 0.214
H -5.887 1.766 -1.496 0.214
H -5.580 -0.277 -0.147 0.213
H -3.531 -0.579 1.185 0.210
H -0.319 -0.513 -2.219 0.223
H -1.637 -0.400 -1.016 0.230
H 1.042 -1.750 -0.418 0.239
H 0.238 -3.823 -1.187 0.218
H -0.700 -2.831 -2.313 0.217
H -2.633 -2.856 -0.833 0.202
H -2.017 -4.504 -0.602 0.220
H -0.797 -3.874 1.387 0.167
H -2.242 -2.848 1.569 0.183
```

Computed properties:
LUMO level ... 0.7 eV
HOMO-LUMO gap ... 0.338 Eh


Stability verdict: entry Q, ahead by 3.7 kcal/mol